[1]
C43H49Cl2I2N2O3PRb | the ωB97M-V functional and the def2-TZVPD basis

Element x y z (Å)
C1 4.997 -1.800 1.116
H1 -4.488 -4.270 1.063
H2 -4.356 1.246 2.447
H3 2.708 0.371 5.221
H4 -3.348 6.034 -0.746
C2 2.260 1.747 -3.179
H5 0.357 -4.053 2.517
C3 -1.213 2.013 3.292
C4 -6.930 -0.457 -2.109
C5 -5.856 -1.318 -1.941
H6 -6.047 -2.380 -1.874
C6 -4.017 -1.620 1.021
C7 -6.721 0.915 -2.192
C8 -3.597 1.958 2.788
H7 -1.534 -3.826 0.070
C9 2.806 2.905 -3.768
C10 0.661 1.681 -4.997
O1 -2.380 1.735 0.248
I1 -4.850 7.240 1.702
H8 -2.252 -3.590 1.666
C11 -2.890 2.865 0.539
C12 1.161 1.042 -3.793
H9 -1.416 -2.257 0.870
C13 2.338 -3.149 -1.232
H10 -1.516 -1.574 -3.924
C14 -3.406 5.220 -0.037
H11 -5.318 -3.662 -0.364
C15 0.997 -4.741 1.958
H12 4.814 -0.725 1.048
C16 2.284 3.436 -4.910
H13 -3.927 -4.373 -4.237
H14 3.280 -3.400 2.515
C17 3.804 -2.566 0.610
C18 -4.052 4.341 2.110
C19 1.414 -0.271 2.177
C20 -4.177 -3.723 -3.391
H15 -1.533 -4.512 -3.578
C21 -2.463 -2.080 -4.127
N1 0.305 0.465 2.203
C22 -3.515 3.106 1.802
H16 2.867 -3.053 -3.313
H17 3.649 3.387 -3.287
C23 -2.072 -3.114 0.697
P1 -3.028 -1.786 -1.522
H18 -4.949 -3.033 -3.732
C24 3.450 -2.485 -0.732
H19 -2.093 -4.716 -1.915
H20 -4.594 -4.350 -2.605
H21 -1.346 2.486 4.270
H22 5.221 -2.047 2.154
H23 -5.251 2.487 -2.179
C25 3.017 -3.326 1.464
C26 -2.915 -2.977 -2.962
O2 2.553 0.498 -1.126
C27 0.881 1.160 4.411
O3 0.652 -0.019 -3.363
C28 -1.797 -3.975 -2.661
H24 3.838 1.904 -1.747
H25 1.611 -0.826 1.264
C29 -3.415 -2.683 0.089
H26 -2.166 0.757 2.093
I2 -1.877 3.704 -2.170
H27 -7.935 -0.858 -2.170
C30 2.903 1.335 -1.943
H28 -7.563 1.585 -2.314
H29 -3.909 -4.719 -0.539
C31 -5.433 1.420 -2.118
C32 2.035 0.394 4.372
C33 2.311 -0.341 3.232
Cl1 2.961 4.885 -5.620
H30 1.587 -5.304 2.682
H31 1.487 -2.062 -2.868
C34 1.880 -3.983 1.003
H32 0.628 1.743 5.286
H33 1.305 -3.825 -3.000
C35 0.037 1.174 3.306
H34 4.046 -1.876 -1.403
H35 -3.938 2.347 3.753
C36 1.187 2.818 -5.531
C37 -4.552 -0.824 -1.852
H36 0.762 3.241 -6.431
H37 -3.461 -0.679 0.972
H38 -3.357 0.950 -1.883
H39 -5.055 -1.400 0.771
C38 -4.337 -3.901 0.043
C39 -4.361 0.553 -1.955
C40 -4.012 5.389 1.198
C41 1.559 -3.893 -0.346
H40 -0.899 -3.465 -2.307
H41 3.199 -0.951 3.154
H42 5.884 -2.018 0.519
C42 -2.857 3.986 -0.337
H43 0.690 -4.423 -0.723
N2 -2.369 1.186 2.991
H44 -4.514 4.486 3.081
H45 -3.210 -1.313 -4.350
Cl2 -0.700 0.927 -5.777
C43 1.975 -3.025 -2.686
H46 -2.336 -2.693 -5.025
Rb1 -0.382 0.390 -0.892
H47 0.347 -5.437 1.428
H48 -3.978 -1.979 2.054
H49 -1.068 2.824 2.559

## Properties
energy relative to the best compared isomer or geometry (same formula, charge and spin): 0.2039 eV
LUMO: 2.0217 eV
HOMO energy: -4.67 eV
charge: -1
E_tot: -3884.57284 a.u.

=====

[2]
C43H101ClN7O11 | the ωB97M-V functional and the def2-TZVPD basis

Element x y z (Å)
C1 1.630 -5.496 -5.334
H1 1.713 3.763 -1.438
H2 6.758 -0.049 3.659
H3 -3.713 -0.139 -8.240
H4 -1.684 -2.255 -4.467
H5 -1.961 6.906 2.695
O1 0.587 1.923 -0.207
H6 0.068 -5.730 4.377
H7 -2.042 3.468 -4.467
H8 1.651 4.701 1.139
H9 -3.309 -1.023 -2.764
C2 -1.898 5.864 2.391
C3 -6.206 -0.819 0.515
H10 1.692 -2.513 -4.061
C4 0.290 -5.557 3.323
H11 1.742 5.932 -3.363
H12 -4.794 -2.976 0.746
C5 -0.729 1.702 -5.915
H13 -1.137 3.328 3.076
H14 3.710 -5.775 5.601
H15 -0.856 -0.782 -4.086
H16 -3.687 3.421 -5.183
C6 4.741 -1.444 2.590
H17 1.674 5.539 2.499
N1 2.367 -2.130 -3.407
H18 -2.190 1.124 4.260
O2 0.514 -2.605 2.930
N2 -2.771 0.950 -4.692
H19 8.190 2.212 3.236
H20 -4.252 -1.938 -3.995
C7 1.564 -4.727 3.069
C8 3.054 -3.334 -1.321
H21 6.532 0.474 1.993
H22 0.974 -1.020 4.806
H23 -6.887 -1.128 1.311
C9 1.521 -3.100 4.978
C10 -1.766 5.655 -1.683
H24 -0.636 -3.524 4.995
H25 1.951 5.268 -1.169
C11 3.149 -3.289 -2.831
C12 1.813 -4.665 1.565
C13 1.268 3.596 4.250
O3 -0.483 5.907 -2.241
C14 2.747 -5.420 3.705
H26 3.630 -3.352 5.442
H27 3.505 -4.281 -0.972
H28 -1.892 5.799 1.293
N3 1.513 -3.360 3.558
C15 -1.557 -1.224 -4.810
H29 -6.496 0.198 0.226
H30 -4.638 2.803 2.082
H31 7.180 3.651 3.423
C16 -3.832 -0.414 -0.042
C17 -2.631 3.239 -5.358
H32 -0.323 3.843 -2.561
C18 -0.491 4.006 2.500
H33 -3.936 1.911 -7.185
H34 0.669 -5.670 -4.825
H35 -4.639 -0.257 -3.591
H36 -3.582 0.053 4.573
H37 -3.747 -1.797 -6.296
H38 -4.264 0.392 -0.643
N4 3.748 0.873 2.298
C19 0.189 -3.452 5.711
H39 2.742 -1.288 4.740
H40 0.212 -4.342 6.335
C20 -4.773 -0.825 1.081
H41 -5.004 2.237 3.703
H42 -0.150 -2.598 6.310
H43 -4.648 -0.268 -6.025
O4 -0.722 5.341 2.923
H44 1.543 2.984 -4.169
C21 -4.510 -2.264 1.531
O5 2.650 1.184 -1.016
C22 -2.490 -0.003 0.508
C23 -2.651 1.175 1.443
H45 -3.503 -2.427 1.912
H46 3.396 -5.341 -3.335
H47 -2.844 2.096 0.881
H48 -2.055 -0.843 1.062
H49 -0.289 2.619 -6.316
H50 -1.731 4.796 -0.997
H51 2.862 -4.497 1.356
H52 0.952 4.536 4.707
H53 -1.648 1.375 1.842
H54 -2.539 5.496 -2.447
H55 -2.784 5.322 2.753
C24 -2.271 1.820 -5.750
H56 2.542 -3.782 6.730
H57 0.960 -2.151 2.193
H58 -6.464 0.445 2.826
C25 -3.826 -0.970 -3.722
H59 1.497 -5.605 1.097
H60 5.479 -1.641 1.797
H61 -5.214 -2.533 2.330
C26 -3.655 -0.716 -6.150
H62 -2.253 4.004 -6.050
H63 2.862 0.404 2.504
C27 1.486 4.900 -3.103
H64 -1.014 -1.182 -5.754
H65 -3.415 2.977 3.361
H66 -2.089 -0.473 -7.592
C28 7.203 2.652 2.993
O6 -5.721 -0.084 3.146
H67 -6.301 -1.446 -0.368
C29 -4.200 2.333 2.968
H68 1.812 -1.670 -2.683
H69 -0.472 4.875 -3.985
H70 -2.062 6.527 -1.093
N5 2.226 4.554 -1.858
Cl1 1.254 0.850 -0.923
O7 -2.348 1.352 -3.412
C30 -2.875 0.409 3.810
C31 -3.069 -0.036 -7.368
H71 2.336 3.430 4.386
C32 6.121 0.580 3.010
C33 2.606 -4.575 -3.434
C34 -3.636 0.963 2.609
H72 1.480 -5.318 -6.396
H73 2.193 -6.441 -5.228
H74 4.391 -0.001 4.090
H75 3.709 -2.581 -0.889
H76 2.002 -5.869 5.694
O8 2.317 -4.400 -4.809
C35 -0.004 4.805 -2.991
C36 1.967 3.992 -4.213
O9 6.140 1.904 3.494
N6 1.900 4.616 2.126
H77 1.197 2.663 2.342
H78 3.877 0.684 1.299
O10 1.131 -0.404 -0.189
H79 7.178 2.730 1.896
H80 2.683 -6.487 3.457
C37 1.804 -1.609 5.191
H81 2.021 -3.358 -0.996
H82 0.750 2.753 4.705
H83 -0.223 1.530 -4.959
H84 -0.465 0.866 -6.562
H85 -2.321 -0.496 3.543
H86 1.790 4.409 -5.210
C38 -2.896 -0.496 -4.837
H87 3.045 3.841 -4.129
H88 -0.687 3.936 1.419
H89 4.172 -3.155 -3.201
H90 -0.571 -5.064 2.869
O11 0.667 0.674 -2.230
C39 2.665 -3.835 5.645
H91 1.176 -3.944 1.053
C40 4.709 0.013 3.039
H92 -2.336 1.913 -7.888
H93 1.866 -1.407 6.265
H94 3.777 -1.769 2.210
H95 -1.789 0.268 -0.283
C41 -2.936 1.476 -7.082
H96 0.414 -6.563 2.908
H97 -1.418 1.058 -3.341
C42 0.973 3.651 2.750
H98 3.681 -5.063 3.278
H99 -3.702 -1.257 -0.725
C43 2.809 -5.285 5.221
H100 5.052 -2.094 3.414
N7 -4.705 0.085 2.183
H101 1.697 -4.903 -2.903

## Properties
energy relative to the best compared isomer or geometry (same formula, charge and spin): 0.6828 eV
LUMO: 2.2496 eV
HOMO energy: -5.92 eV
charge: -1
E_tot: -3369.72480 a.u.

=====

[3]
C21H45OP3PbSe | the ωB97M-V functional and the def2-TZVPD basis

Element x y z (Å)
H1 0.044 -1.394 -6.068
C1 -0.252 -0.655 -2.768
C2 0.556 1.275 -4.031
H2 4.493 1.394 0.056
C3 0.508 0.526 -5.190
C4 -3.611 0.637 1.975
C5 -1.331 -1.126 3.363
C6 0.457 4.057 1.482
H3 0.433 -3.239 -8.004
Pb1 0.083 0.465 0.861
H4 -1.975 2.989 3.039
H5 3.487 0.395 2.838
Se1 0.281 2.031 -1.497
H6 -1.412 -3.000 -7.982
C7 0.080 -0.811 -5.152
H7 2.744 2.496 2.914
H8 3.108 1.772 -1.101
H9 -3.932 -0.423 1.975
H10 3.138 2.521 0.557
H11 -0.603 -3.466 2.333
H12 -1.206 1.773 4.166
C8 3.610 -0.356 2.032
H13 3.310 -1.362 2.378
H14 -2.637 0.047 -1.685
H15 -0.635 -2.438 -3.904
P1 0.348 2.535 2.466
C9 -0.554 -3.637 -7.805
H16 2.473 -0.734 -1.660
H17 -2.400 3.285 0.653
H18 -1.799 -0.289 3.882
H19 -1.706 -5.353 -7.247
H20 1.727 3.462 4.085
H21 -4.076 -0.332 -0.618
H22 1.769 1.635 4.199
C10 0.166 0.684 -2.809
C11 -1.061 2.709 3.593
H23 3.881 -1.367 -0.673
H24 -0.743 3.528 4.268
H25 0.878 2.320 -4.015
O1 0.023 -0.741 2.961
C12 -0.299 -1.399 -3.940
C13 -2.975 -0.314 -0.698
C14 2.799 -1.137 -0.686
H26 0.495 -3.927 3.700
H27 -0.158 -1.168 -0.029
C15 3.416 1.637 -0.047
P2 -2.475 0.858 0.585
P3 2.641 0.137 0.590
H28 -2.322 2.628 -1.045
H29 0.135 -5.590 -7.266
H30 -0.552 -1.129 -1.827
H31 1.390 4.049 0.895
H32 1.294 -2.076 1.843
H33 -4.437 1.331 1.720
H34 -1.943 -1.377 2.462
H35 -0.410 4.155 0.810
H36 4.635 -0.355 1.605
H37 0.808 1.004 -6.119
C16 -0.072 -3.111 3.239
H38 2.203 -2.030 -0.428
C17 0.854 -1.954 2.860
H39 -0.519 -2.042 5.083
C18 -1.057 -2.379 4.181
C19 1.820 2.509 3.521
C20 -2.789 2.521 -0.045
H40 -3.139 0.926 2.935
H41 -3.895 2.533 -0.093
C21 -0.718 -4.936 -7.402
H42 0.470 4.860 2.241
H43 -2.560 -1.319 -0.504
H44 1.670 -1.793 3.571
H45 -1.972 -2.930 4.421

## Properties
LUMO (alpha / beta): -15.1888 / -13.4483 eV
HOMO energy (alpha / beta): -18.61 / -18.60 eV
charge: +4
E_tot: -4519.09612 a.u.

=====

[4]
CH2FNO3 | the ωB97M-V functional and the def2-TZVPD basis

Element x y z (Å)
F1 2.160 0.253 -1.148
C1 -2.680 0.508 -0.110
O1 -3.531 1.182 0.295
O2 -2.226 -0.388 -0.974
O3 1.158 -0.155 -0.287
H1 -0.563 0.549 -0.074
H2 1.511 -0.528 0.592
N1 -1.410 -0.020 0.186

## Properties
energy relative to the best compared isomer or geometry (same formula, charge and spin): 0.3291 eV
LUMO: 0.2888 eV
HOMO energy: -10.62 eV
charge: 0
E_tot: -419.40556 a.u.
SMILES: O=C1NO1.OF

=====

[5]
C23H46N6O2Pt | the ωB97M-V functional and the def2-TZVPD basis

Element x y z (Å)
H1 -0.389 -0.604 4.205
H2 -3.427 4.202 -0.999
C1 -2.168 1.504 0.541
C2 -2.223 -2.072 0.226
H3 -1.226 0.944 3.977
H4 0.406 -1.368 -5.569
C3 3.713 -0.561 -1.577
H5 -0.277 -2.711 0.786
C4 2.818 -2.575 -0.536
C5 -0.504 2.574 -0.834
H6 -1.260 4.362 -1.896
O1 1.365 -1.871 -3.268
H7 -2.739 0.586 0.661
C6 -3.121 2.709 0.411
C7 4.079 -3.341 -0.873
H8 1.549 1.392 1.743
H9 -1.557 1.043 -2.711
H10 3.481 -0.869 0.428
H11 2.390 -2.970 0.385
H12 3.069 0.772 3.641
H13 0.149 3.090 3.805
C8 -0.779 -2.265 -0.078
N1 4.646 -2.740 -2.142
H14 1.288 2.664 5.090
H15 3.917 0.496 -1.410
H16 -1.956 -2.048 2.362
H17 5.448 -0.916 -2.841
N2 3.001 -1.124 -0.429
C9 0.543 -0.458 -4.990
N3 0.477 -0.247 1.644
H18 -4.162 2.204 -2.004
N4 -2.825 3.386 -0.905
H19 3.888 -4.394 -1.066
H20 -1.255 4.535 -0.131
H21 -5.245 -1.798 -1.305
C10 2.181 0.310 4.081
H22 -1.505 1.630 1.397
C11 -3.100 2.437 -2.044
H23 -0.450 -0.561 1.918
H24 -2.804 0.319 -1.685
H25 3.047 -0.637 -2.431
H26 1.133 -0.943 2.002
N5 0.707 1.050 2.199
H27 2.148 -0.743 3.789
H28 5.460 -3.268 -2.458
H29 2.090 -2.738 -1.332
H30 -5.983 -1.473 1.039
C12 -4.936 -1.625 0.814
H31 2.312 0.317 5.163
H32 -4.320 -1.627 2.872
H33 -0.266 0.649 5.423
H34 5.744 -1.280 -1.125
C13 -2.663 -1.932 1.544
C14 0.813 -0.807 -3.548
O2 0.436 0.079 -2.680
C15 -4.519 -1.806 -0.501
C16 1.065 2.542 4.030
H35 1.415 0.064 -5.391
H36 -0.314 0.202 -5.102
C17 -2.197 1.204 -1.846
C18 -3.179 -2.033 -0.788
C19 -4.003 -1.708 1.840
C20 4.998 -1.283 -1.920
H37 -4.172 2.424 0.382
H38 4.869 -3.245 -0.126
H39 1.887 2.998 3.471
C21 -0.311 0.476 4.348
Pt1 0.259 -0.467 -0.614
H40 0.144 2.664 0.036
H41 3.938 -2.802 -2.886
H42 -2.977 3.464 1.182
H43 -0.609 -2.896 -0.952
H44 -2.865 -2.192 -1.815
H45 0.106 2.438 -1.725
N6 -1.332 1.371 -0.663
C22 -1.389 3.834 -0.953
H46 -2.890 2.989 -2.959
C23 0.918 1.070 3.675

## Properties
LUMO (alpha / beta): -4.4982 / -5.0879 eV
spin multiplicity: 3
HOMO energy (alpha / beta): -11.14 / -12.99 eV
charge: +2
E_tot: -1501.73360 a.u.